C5H10O | ωB97M-V/def2-TZVPD

```
16
Properties=species:S:1:pos:R:3:nbo_charge:R:1
C -0.711 1.488 0.006 -0.66
C -0.792 -0.002 0.017 0.02
C -1.958 -0.619 -0.343 -0.40
C 0.369 -0.945 0.415 -0.47
C 1.669 -0.620 -0.340 -0.06
H -0.440 1.830 1.004 0.20
H -1.649 1.954 -0.256 0.22
H 0.030 2.002 -0.534 0.24
H -2.933 -0.068 -0.472 0.20
H -2.007 -1.668 -0.299 0.19
H 0.611 -1.065 1.600 0.21
H -0.013 -1.989 0.184 0.23
H 1.523 -0.847 -1.468 0.17
H 2.551 -1.286 -0.052 0.16
H 1.693 1.152 0.762 0.46
O 2.056 0.683 -0.225 -0.71
```

Output
**HOMO level**: -9.213 eV
**Orbital gap**: 10.04 eV
**Lowest unoccupied orbital energy**: 0.825 eV
**SMILES string**: C=C(C)CCO
**Energy above the lowest of the compared OMol25 structures with the same formula, charge and spin**: 56.4 kcal/mol